{
  "formula": "C66H54BrHfNO4P3S2Si",
  "method": "ωB97M-V with the def2-TZVPD basis set",
  "homo_lumo_gap_ev": 7.05,
  "total_energy_ev": -207762.68382,
  "total_charge": 1,
  "e_lumo_ev": -2.908,
  "symbols": ["Hf", "C", "C", "C", "C", "C", "C", "P", "C", "C", "C", "C", "C", "C", "C", "C", "C", "C", "C", "C", "Si", "C", "C", "C", "C", "C", "C", "P", "C", "C", "C", "C", "C", "C", "C", "C", "C", "C", "C", "C", "C", "C", "C", "C", "C", "C", "P", "C", "C", "C", "C", "C", "C", "C", "C", "C", "C", "C", "C", "H", "H", "H", "H", "H", "H", "H", "H", "H", "H", "H", "H", "H", "H", "H", "H", "H", "H", "H", "H", "H", "H", "H", "H", "H", "H", "H", "H", "H", "H", "H", "H", "H", "H", "H", "H", "H", "H", "H", "H", "H", "H", "S", "C", "N", "C", "C", "S", "H", "H", "H", "H", "H", "Br", "C", "C", "C", "C", "C", "C", "C", "O", "O", "H", "H", "H", "H", "C", "C", "O", "O", "H", "H", "H"],
  "xyz": [[-0.30, -0.52, 0.63], [5.88, -0.28, -3.92], [5.94, -0.90, -2.69], [4.97, -0.66, -1.74], [3.95, 0.26, -1.99], [3.88, 0.86, -3.24], [4.84, 0.59, -4.20], [2.73, 0.58, -0.66], [3.83, 1.15, 0.70], [3.12, 1.58, 1.82], [3.76, 1.99, 2.97], [5.15, 1.96, 3.03], [5.87, 1.56, 1.91], [5.22, 1.17, 0.75], [2.16, 2.23, -1.23], [3.03, 3.31, -1.24], [2.62, 4.54, -1.71], [1.32, 4.69, -2.19], [0.45, 3.62, -2.17], [0.85, 2.37, -1.70], [-0.27, 0.84, -1.61], [-2.07, 1.25, -2.21], [-2.27, 1.98, -3.38], [-3.53, 2.37, -3.79], [-4.64, 2.06, -3.02], [-4.47, 1.31, -1.87], [-3.21, 0.87, -1.49], [-3.07, -0.21, -0.01], [-4.51, -1.33, -0.19], [-5.01, -1.94, 0.96], [-6.02, -2.89, 0.86], [-6.51, -3.25, -0.38], [-5.99, -2.68, -1.53], [-4.98, -1.73, -1.44], [-3.69, 1.00, 1.22], [-2.74, 1.92, 1.67], [-3.10, 2.95, 2.53], [-4.42, 3.06, 2.95], [-5.36, 2.14, 2.53], [-5.00, 1.12, 1.66], [0.39, -0.24, -3.09], [0.74, 0.34, -4.30], [1.12, -0.42, -5.39], [1.11, -1.80, -5.31], [0.79, -2.41, -4.12], [0.47, -1.64, -3.00], [0.28, -2.43, -1.38], [1.94, -3.12, -1.08], [2.99, -3.12, -1.99], [4.17, -3.77, -1.68], [4.32, -4.40, -0.46], [3.29, -4.37, 0.47], [2.10, -3.73, 0.17], [-0.65, -3.95, -1.76], [-2.03, -3.87, -1.68], [-2.82, -4.99, -1.89], [-2.22, -6.20, -2.19], [-0.84, -6.29, -2.29], [-0.05, -5.17, -2.06], [6.64, -0.47, -4.66], [6.75, -1.58, -2.46], [4.99, -1.17, -0.79], [3.08, 1.56, -3.47], [4.78, 1.07, -5.17], [2.04, 1.62, 1.76], [3.18, 2.32, 3.82], [5.66, 2.24, 3.93], [6.95, 1.56, 1.95], [5.80, 0.90, -0.12], [4.04, 3.18, -0.87], [3.31, 5.37, -1.73], [1.00, 5.65, -2.58], [-0.56, 3.76, -2.52], [-1.42, 2.23, -3.99], [-3.65, 2.93, -4.71], [-5.62, 2.40, -3.31], [-5.33, 1.05, -1.27], [-4.62, -1.65, 1.92], [-6.41, -3.34, 1.76], [-7.30, -3.98, -0.45], [-6.36, -2.97, -2.49], [-4.58, -1.29, -2.34], [-1.71, 1.84, 1.32], [-2.36, 3.65, 2.86], [-4.71, 3.86, 3.61], [-6.38, 2.22, 2.86], [-5.76, 0.42, 1.33], [0.74, 1.42, -4.39], [1.40, 0.07, -6.32], [1.37, -2.40, -6.17], [0.79, -3.49, -4.03], [2.88, -2.62, -2.94], [4.97, -3.79, -2.41], [5.24, -4.90, -0.22], [3.40, -4.84, 1.44], [1.29, -3.72, 0.88], [-2.49, -2.91, -1.45], [-3.89, -4.91, -1.80], [-2.83, -7.07, -2.36], [-0.37, -7.23, -2.52], [1.03, -5.25, -2.10], [0.21, 3.53, 1.20], [0.29, 4.66, 2.39], [-0.15, 5.91, 2.27], [0.15, 6.85, 3.32], [0.42, 6.03, 4.58], [0.92, 4.37, 4.00], [-0.44, 6.24, 1.36], [-0.71, 7.52, 3.47], [1.02, 7.46, 3.05], [-0.47, 5.91, 5.19], [1.22, 6.44, 5.18], [-1.79, 1.19, 7.19], [-0.79, 0.38, 5.79], [-0.58, 1.10, 4.63], [0.17, 0.54, 3.61], [0.72, -0.73, 3.77], [0.47, -1.45, 4.94], [-0.29, -0.90, 5.95], [1.55, -1.37, 2.69], [2.32, -2.27, 2.94], [1.38, -0.86, 1.49], [-0.98, 2.10, 4.53], [0.35, 1.12, 2.71], [0.88, -2.44, 5.04], [-0.49, -1.46, 6.86], [-2.29, -3.14, 3.06], [-1.59, -2.16, 2.17], [-0.87, -2.57, 1.22], [-1.71, -0.92, 2.32], [-1.64, -4.00, 3.22], [-3.18, -3.50, 2.54], [-2.59, -2.69, 4.00]],
  "mulliken_charge": [1.1702, -0.9246, -0.9969, -0.9692, 1.1823, -0.8716, -0.7708, 2.0124, -0.0759, 0.6343, -0.7555, -1.0589, -0.8061, -0.5564, -0.4258, -0.3740, -1.1626, -0.7837, 0.0972, 0.7107, 0.1932, 0.1656, 0.1188, -1.0753, -1.0696, -0.3921, 0.0680, 1.8881, 0.4857, -1.1083, -1.2653, -0.6818, -0.8470, -0.7774, 0.7648, 1.1139, -0.3045, -0.9101, -0.9411, -0.7265, 0.3500, 0.0512, -0.9710, -0.8279, -0.3484, 0.0009, 1.1684, 0.9001, -0.4594, -0.6097, -0.9444, -0.7630, -0.5487, 0.3402, -0.3454, -0.4587, -0.8025, -0.8342, -0.3194, 0.4302, 0.5535, 0.8703, 0.2926, 0.4783, -0.2483, 0.5292, 0.4190, 0.4532, 0.5020, 0.5633, 0.4482, 0.4175, 0.4893, 0.4345, 0.4707, 0.4654, 0.5229, 1.1380, 0.4796, 0.4319, 0.4748, 0.3599, -1.3024, 0.3023, 0.4413, 0.4331, 0.4921, 0.3140, 0.4744, 0.4339, 0.5310, 0.0263, 0.5077, 0.3547, 0.4746, 0.3946, -0.1176, 0.4398, 0.4207, 0.4384, 0.5086, 0.0222, 0.0935, -0.2131, -0.7023, -0.5707, 0.0263, 0.2756, 0.3202, 0.3061, 0.2770, 0.4511, -0.1895, -0.1922, -0.9245, 1.0011, 0.2761, -0.6903, -0.6919, -0.1887, -0.6888, 1.2707, 0.5051, -0.2231, 0.5912, 0.4506, -1.9934, 0.9237, -0.3928, -0.5431, 0.4992, 0.4372, 0.3815]
}